Record 1
102
Properties=species:S:1:pos:R:3:forces:R:3 method="wB97M-V/def2-TZVPD" energy_ev=-61973.827 relative_energy_ev=0.4942 e_homo_ha=-0.3513 spin_multiplicity=1 charge=+1 gap_ev=6.35
Be 0.093215 1.004026 0.013526 0.026 -0.135 0.102
N -1.343793 -0.085481 0.442264 -0.046 -0.099 0.109
N -1.565177 0.223921 1.804631 0.053 0.004 -0.018
C -0.507118 0.735412 2.476978 -0.065 0.036 0.013
N -0.647345 1.064239 3.747080 0.004 -0.031 -0.023
N 0.588422 0.807448 1.717117 0.072 -0.075 0.036
N 1.820271 1.072686 2.278823 0.000 0.186 -0.042
O 1.905081 1.425670 3.442280 0.008 -0.083 -0.031
O 2.758334 0.937251 1.527245 -0.044 -0.106 0.057
H -2.150312 0.212947 -0.096914 0.019 0.054 -0.029
H -1.200591 -1.102711 0.364362 0.040 0.017 0.008
H -2.508649 0.370773 2.122550 0.005 0.001 0.018
H -1.511471 0.896184 4.232412 -0.001 0.007 0.002
H 0.151354 1.458552 4.223136 0.007 0.011 -0.001
C 6.163749 -0.273583 -5.093516 0.015 -0.006 0.002
C 5.145116 -0.308605 -3.994621 -0.003 0.029 -0.010
C 4.960364 -1.448539 -3.222521 0.004 -0.001 0.044
C 4.025733 -1.488801 -2.202189 0.073 -0.027 -0.026
C 3.899821 -2.772120 -1.419626 -0.032 -0.030 -0.009
C 3.216328 -0.349438 -1.972147 -0.106 -0.023 0.028
C 2.157092 -0.495118 -1.013296 0.010 -0.089 0.152
O 1.130438 0.194241 -0.956027 0.142 0.385 -0.250
C 3.431339 0.844284 -2.712792 0.006 -0.002 -0.003
C 2.784976 2.162692 -2.389335 -0.024 0.023 -0.032
C 4.386266 0.825634 -3.710217 -0.011 -0.008 -0.002
H 6.642591 -1.241018 -5.228942 -0.002 -0.001 0.000
H 6.936673 0.463397 -4.869247 -0.001 0.002 -0.003
H 5.700998 0.020324 -6.036448 -0.004 0.002 0.002
H 5.566797 -2.324636 -3.417483 0.000 0.001 0.000
H 3.020490 -3.342530 -1.728480 0.041 0.013 0.031
H 3.838082 -2.611002 -0.344059 0.016 0.025 0.014
H 4.772928 -3.395107 -1.601957 -0.017 -0.012 -0.017
H 2.236000 -1.327317 -0.305488 0.027 -0.016 0.022
H 1.750455 2.094658 -2.074048 -0.039 -0.021 -0.010
H 2.850525 2.828347 -3.248988 0.005 0.000 0.008
H 3.338376 2.635865 -1.573529 0.009 -0.014 0.003
H 4.562029 1.730851 -4.280059 0.002 -0.001 0.000
C 1.262515 -5.811508 0.352469 -0.016 -0.016 -0.007
C 1.081529 -4.438442 0.992724 -0.004 0.006 0.056
P -0.316426 -3.402571 0.387493 -0.071 0.005 -0.075
C -0.151996 -3.549499 -1.451085 0.024 -0.055 -0.028
C -0.761322 -2.372686 -2.212064 0.001 0.060 -0.005
C -1.762676 -4.484607 0.746100 -0.014 -0.009 0.002
C -3.084102 -3.860912 0.303465 -0.009 0.008 0.006
H 2.110436 -6.332616 0.797785 0.004 0.012 0.002
H 1.449998 -5.735585 -0.719088 0.000 0.001 -0.005
H 0.385003 -6.442094 0.492868 0.002 0.001 0.003
H 1.989743 -3.842751 0.874540 0.033 0.027 -0.017
H 0.935391 -4.535446 2.072357 0.008 0.000 -0.004
H -0.583033 -4.494967 -1.790579 0.007 -0.004 0.011
H 0.918141 -3.606649 -1.673511 -0.051 0.004 0.018
H -1.828838 -2.264762 -2.007059 -0.006 -0.001 0.006
H -0.652924 -2.501903 -3.289304 -0.008 -0.014 -0.012
H -0.269311 -1.434116 -1.945285 -0.103 -0.098 -0.041
H -1.770486 -4.648244 1.827292 0.004 0.004 -0.003
H -1.634080 -5.462405 0.277123 0.015 0.010 -0.013
H -3.237492 -2.885225 0.772613 -0.002 -0.002 -0.009
H -3.927703 -4.493503 0.578467 0.003 -0.001 0.005
H -3.121015 -3.724062 -0.778008 0.002 -0.003 -0.008
C 3.360111 4.511145 2.005770 0.011 0.008 -0.002
C 1.878219 4.484618 1.745613 0.002 -0.007 -0.022
C 1.010829 5.331780 2.424563 -0.017 0.004 0.008
C -0.357806 5.286828 2.181033 0.009 0.001 0.000
C -1.298840 6.216632 2.900924 -0.010 0.002 0.009
C -0.861738 4.363214 1.271091 0.009 -0.008 -0.008
C -0.019532 3.496570 0.562876 -0.019 -0.019 0.031
C 1.352862 3.602045 0.809147 0.022 0.076 -0.008
N -0.460844 2.472652 -0.302771 -0.058 -0.036 -0.054
C -1.423644 2.778704 -1.375765 0.017 0.032 -0.024
C -1.274617 1.708617 -2.474321 0.003 0.006 0.014
C -2.213848 1.963072 -3.655825 0.007 -0.006 -0.001
C -1.884275 3.324769 -4.271554 -0.001 -0.001 -0.006
C -2.058402 4.411873 -3.209016 -0.003 0.005 -0.004
C -3.508151 4.414216 -2.717267 -0.006 0.004 -0.003
C -3.845453 3.048376 -2.112430 0.000 0.008 -0.008
C -3.663675 1.957313 -3.168447 -0.007 -0.007 0.001
C -2.905926 2.780153 -0.932031 0.009 -0.014 0.025
C -1.120183 4.137313 -2.030531 0.026 -0.002 0.017
H 3.639832 5.365279 2.620646 -0.006 0.003 0.002
H 3.921872 4.567275 1.072068 -0.002 -0.002 -0.002
H 3.679728 3.604244 2.524330 -0.005 -0.005 0.000
H 1.404597 6.041455 3.143296 0.003 0.000 -0.001
H -0.767920 6.842837 3.616215 0.004 -0.004 0.000
H -2.065289 5.660370 3.443998 -0.005 0.002 -0.003
H -1.812755 6.873376 2.196967 0.004 0.002 -0.003
H -1.932576 4.321665 1.126636 0.001 -0.002 0.007
H 2.028500 2.969832 0.243149 -0.032 0.025 -0.008
H -1.477679 0.706329 -2.072186 -0.011 -0.012 0.031
H -0.238600 1.698345 -2.819833 0.036 0.008 -0.003
H -2.071183 1.175198 -4.400621 0.004 0.002 -0.002
H -2.540973 3.518725 -5.124274 -0.002 0.003 0.002
H -0.856373 3.327672 -4.647204 0.000 -0.002 0.004
H -1.816128 5.387368 -3.637271 0.001 0.000 -0.001
H -4.187530 4.632407 -3.545888 0.003 -0.002 -0.003
H -3.649398 5.199857 -1.968921 0.002 -0.001 0.002
H -4.879385 3.049876 -1.757155 0.001 -0.004 0.005
H -4.343739 2.125964 -4.007688 0.000 0.006 0.000
H -3.916116 0.977675 -2.744779 0.003 0.003 -0.002
H -3.169786 1.812708 -0.478790 0.015 -0.026 0.000
H -3.072190 3.531207 -0.160649 0.000 0.017 -0.020
H -1.210940 4.935781 -1.290717 -0.013 -0.003 0.005
H -0.076204 4.132339 -2.362462 0.000 -0.001 -0.005



Record 2
120
Properties=species:S:1:pos:R:3:forces:R:3 method="wB97M-V/def2-TZVPD" energy_ev=-131430.049 relative_energy_ev=0.5713 e_homo_ha=-0.1943 spin_multiplicity=1 charge=-1 gap_ev=6.86
C 0.808838 0.321852 -2.709937 -0.084 0.026 -0.741
C -0.431525 1.176290 -2.756314 1.503 -3.277 -1.491
O -0.478127 2.133239 -2.107655 -0.696 4.027 1.972
N -1.433637 0.775273 -3.696503 -1.504 -0.010 -0.149
C -1.632588 1.688320 -4.817486 0.460 0.235 -0.242
P -2.692022 -0.350614 -3.276192 0.123 -1.740 -0.769
O -3.980106 -1.373438 -2.885091 0.468 0.388 0.211
S -1.456030 -2.102038 -3.807355 0.415 -0.765 0.190
Cl -2.115173 -0.492610 -1.178484 0.338 0.200 0.006
O -3.285647 -0.316675 -4.968117 0.196 -0.087 0.848
N -4.182068 -1.340657 -5.179056 -0.504 0.167 -0.395
O -4.203916 -1.674492 -6.306524 0.159 0.206 -0.608
S -4.080654 1.335327 -2.690298 0.661 0.351 0.376
O -3.427595 2.370554 -1.956483 0.250 0.054 0.512
O -4.863328 1.791241 -3.774723 -1.312 0.177 -1.550
F -5.146632 0.659426 -1.697026 0.072 0.092 0.162
H 1.625192 0.841883 -2.233557 0.011 0.228 0.372
H 0.618251 -0.602339 -2.204040 -0.169 -0.440 0.243
H 1.136598 0.054395 -3.710133 -0.107 -0.140 -0.264
H -2.619404 2.131512 -4.901526 -0.222 -0.054 0.182
H -0.928051 2.507052 -4.730905 0.148 0.229 0.205
H -1.400923 1.185830 -5.753234 -0.104 -0.135 -0.173
H -3.724474 -1.834487 -2.082523 -0.119 -0.002 0.224
H -1.024803 -1.797853 -5.046657 -0.133 0.352 0.194
O 2.426825 -1.901453 -1.646009 0.144 -0.105 0.038
C 3.221517 -1.533227 -0.833802 0.083 -0.253 -0.169
O 3.473606 -0.227385 -0.584491 -0.056 -0.024 0.100
C 4.546213 -0.098083 0.367716 -0.018 -0.049 0.015
C 4.575132 -1.423789 1.111802 0.060 -0.167 0.065
C 4.113730 -2.403149 0.035092 -0.030 0.324 0.485
H 5.468385 0.091761 -0.172767 -0.019 0.007 -0.092
H 4.343335 0.743611 1.026776 -0.100 0.082 -0.146
H 5.551164 -1.653895 1.536873 0.027 0.066 -0.055
H 3.848836 -1.409052 1.926652 0.014 0.018 0.001
H 4.943499 -2.769852 -0.571061 -0.052 -0.052 -0.045
H 3.552567 -3.236455 0.448555 -0.003 -0.120 -0.242
O -3.775944 0.456620 1.661913 -0.047 -0.046 0.440
C -4.428652 1.454467 1.747334 -0.015 -0.141 -0.563
O -5.157057 1.768999 2.856351 0.074 0.022 0.062
C -5.915712 2.969734 2.617734 0.328 0.240 -0.241
C -5.183419 3.682431 1.489161 0.083 -0.014 -0.102
C -4.613848 2.515310 0.682520 -0.075 0.610 0.924
H -6.923793 2.691355 2.339935 -0.068 -0.030 -0.078
H -5.952525 3.558007 3.530371 -0.034 -0.187 0.125
H -5.828184 4.344162 0.911917 -0.052 -0.038 0.032
H -4.365329 4.281850 1.896654 -0.027 0.010 0.003
H -5.320052 2.155165 -0.058110 0.073 -0.081 -0.068
H -3.670327 2.756602 0.213442 -0.008 -0.255 -0.226
O -8.406472 2.742166 4.108113 -0.187 0.019 0.054
C -9.358820 2.301763 3.538382 -0.105 0.156 0.313
O -9.482237 2.319518 2.187343 -0.006 -0.020 0.048
C -10.771650 1.818898 1.800097 -0.136 -0.105 -0.086
C -11.238615 0.970928 2.974086 -0.096 -0.030 0.156
C -10.600706 1.690587 4.160174 -0.085 -0.419 -0.412
H -11.430860 2.669892 1.613350 0.010 0.013 0.027
H -10.671191 1.244759 0.882371 0.164 0.093 -0.034
H -12.322049 0.883798 3.036455 0.004 0.060 -0.048
H -10.824981 -0.034985 2.890705 0.001 0.011 -0.029
H -11.232430 2.494143 4.541542 0.061 0.016 0.076
H -10.333916 1.009110 4.962616 0.061 0.206 0.157
O 7.453359 2.148726 -0.716505 -0.025 -0.232 -0.070
C 7.624397 2.020918 0.458809 -0.090 0.353 -0.035
O 7.141817 0.970478 1.166662 0.341 0.049 0.052
C 7.412840 1.152229 2.571109 0.025 0.025 0.298
C 8.583541 2.121764 2.628038 0.083 0.138 -0.034
C 8.345336 2.980211 1.388077 0.227 -0.390 0.347
H 6.516891 1.550667 3.043587 0.035 -0.018 -0.014
H 7.650293 0.192164 3.023458 -0.120 -0.102 -0.168
H 8.627217 2.686197 3.557776 -0.089 -0.033 0.013
H 9.523298 1.576191 2.521726 -0.009 0.001 0.009
H 7.686347 3.824246 1.596055 0.012 0.039 -0.093
H 9.271507 3.327929 0.939494 -0.141 0.164 -0.169
O 0.489563 -2.104958 -7.706655 0.224 -0.051 -0.189
C -0.444038 -2.505313 -8.339182 -0.269 0.178 0.304
O -0.494273 -2.444394 -9.696548 0.049 -0.036 0.003
C -1.780972 -2.894808 -10.156985 -0.146 -0.070 -0.059
C -2.327717 -3.762170 -9.034337 -0.054 -0.154 0.101
C -1.727399 -3.097559 -7.800784 -0.014 -0.310 -0.492
H -2.404881 -2.018606 -10.347203 0.006 0.014 0.041
H -1.654500 -3.445436 -11.087126 0.172 0.094 -0.027
H -3.414630 -3.817850 -9.021917 0.005 0.092 -0.017
H -1.940616 -4.778955 -9.129646 -0.009 0.009 -0.034
H -2.364769 -2.289249 -7.440200 0.111 -0.012 0.200
H -1.518142 -3.810242 -7.007496 -0.056 0.228 0.221
O 0.002767 -7.266977 -6.729357 -0.023 -0.177 0.128
C 0.578328 -6.466757 -6.047192 -0.127 0.231 -0.230
O 0.551957 -6.494279 -4.695760 0.082 -0.059 -0.094
C 1.243911 -5.341756 -4.166472 0.136 0.210 0.092
C 2.176803 -4.893951 -5.279211 0.119 0.126 -0.105
C 1.390352 -5.278213 -6.526029 0.323 -0.135 0.382
H 0.509839 -4.578381 -3.914860 -0.099 0.048 0.013
H 1.780616 -5.625516 -3.264394 -0.146 -0.168 0.025
H 2.432726 -3.837748 -5.224084 -0.104 0.013 0.051
H 3.105060 -5.468835 -5.239346 -0.009 -0.001 0.018
H 0.708772 -4.485685 -6.833530 0.038 0.012 -0.059
H 2.036065 -5.560962 -7.352959 -0.218 0.012 -0.175
O 5.318557 0.937441 5.451594 0.160 -0.028 -0.223
C 4.499479 1.743368 5.110706 0.030 0.047 0.459
O 4.514243 2.325324 3.884577 -0.066 -0.015 0.041
C 3.479998 3.329049 3.807055 -0.268 0.123 -0.096
C 2.471177 2.941144 4.877147 -0.006 -0.010 0.116
C 3.361089 2.296105 5.937042 -0.425 0.079 -0.530
H 3.932503 4.305777 3.993669 0.038 -0.028 0.028
H 3.050249 3.324178 2.808199 0.177 -0.087 -0.069
H 1.886539 3.783816 5.240388 0.052 0.040 -0.038
H 1.777815 2.198745 4.480370 -0.001 0.025 -0.025
H 3.762258 3.030244 6.637435 0.035 -0.087 0.079
H 2.853905 1.501908 6.473832 0.192 -0.013 0.178
O 2.707715 -0.426089 7.805972 -0.176 0.207 0.007
C 3.481855 -0.055233 8.635401 0.191 -0.316 -0.211
O 3.700450 1.258917 8.906968 -0.028 -0.077 0.148
C 4.758979 1.391113 9.870159 0.131 0.044 0.120
C 4.811174 0.054056 10.594482 0.061 -0.160 0.035
C 4.379907 -0.917429 9.498905 -0.008 0.324 0.463
H 5.686220 1.610355 9.336019 -0.010 -0.032 -0.027
H 4.532702 2.218911 10.538684 -0.114 0.068 -0.134
H 5.787805 -0.163943 11.022866 0.022 0.057 -0.050
H 4.079379 0.042858 11.403928 0.010 0.028 -0.001
H 5.222764 -1.255769 8.895057 -0.064 -0.056 -0.066
H 3.833301 -1.769261 9.892582 0.006 -0.116 -0.238